[1]
93
Properties=species:S:1:pos:R:3 method="wB97M-V/def2-TZVPD" relative_energy_kj_mol=0.00 e_lumo_ev=2.32 max_force_ev_per_a=0.61 total_charge=-1
Li 0.459 2.095 0.366
O 2.169 1.915 -0.337
N 3.160 2.775 -0.281
C 4.382 2.327 -0.648
C 5.488 3.130 -0.649
C 5.332 4.465 -0.254
C 4.095 4.910 0.124
C 2.949 4.072 0.139
S 1.415 4.588 0.618
H 4.399 1.289 -0.948
H 6.441 2.722 -0.951
H 6.180 5.139 -0.250
H 3.933 5.932 0.434
O 0.144 1.624 2.232
C -0.805 2.044 2.874
C -1.899 2.853 2.375
C -2.826 3.321 3.294
C -3.855 4.149 2.896
C -3.957 4.558 1.550
C -3.074 4.095 0.624
C -2.025 3.171 0.968
O -1.306 2.646 0.085
N -4.816 4.608 3.859
O -4.742 4.191 5.009
O -5.682 5.392 3.490
H -0.866 1.805 3.955
H -2.745 3.041 4.337
H -4.754 5.237 1.279
H -3.146 4.391 -0.414
C 0.935 -2.927 -0.711
N -0.403 -2.710 -1.243
C -1.359 -2.152 -0.317
P -1.150 -0.274 -0.092
C -2.742 -0.040 0.782
C -3.780 0.779 0.349
C -4.880 1.007 1.163
C -4.964 0.417 2.416
C -3.935 -0.401 2.860
C -2.829 -0.617 2.051
C -1.494 0.166 -1.844
C -0.555 0.942 -2.518
C -0.732 1.263 -3.857
C -1.849 0.808 -4.541
C -2.789 0.026 -3.882
C -2.609 -0.292 -2.545
C -0.828 -3.521 -2.298
C -0.005 -3.677 -3.422
C -0.389 -4.469 -4.487
C -1.619 -5.118 -4.483
C -2.450 -4.956 -3.387
C -2.064 -4.176 -2.305
P 1.843 -1.358 -0.245
C 3.552 -2.024 -0.485
C 4.408 -2.475 0.513
C 5.679 -2.942 0.198
C 6.114 -2.968 -1.117
C 5.272 -2.510 -2.124
C 4.012 -2.034 -1.806
C 1.763 -1.325 1.590
C 2.422 -0.261 2.210
C 2.416 -0.119 3.587
C 1.728 -1.029 4.378
C 1.044 -2.073 3.776
C 1.065 -2.221 2.394
H 1.545 -3.396 -1.478
H 0.901 -3.634 0.131
H -1.304 -2.646 0.661
H -2.368 -2.291 -0.693
H -3.703 1.282 -0.606
H -5.667 1.670 0.824
H -5.816 0.616 3.055
H -3.981 -0.846 3.846
H -2.000 -1.211 2.425
H 0.335 1.287 -2.003
H 0.007 1.871 -4.362
H -1.991 1.062 -5.584
H -3.660 -0.341 -4.411
H -3.354 -0.903 -2.049
H 0.929 -3.130 -3.471
H 0.267 -4.558 -5.344
H -1.920 -5.736 -5.318
H -3.414 -5.449 -3.361
H -2.732 -4.088 -1.459
H 4.087 -2.466 1.548
H 6.331 -3.290 0.991
H 7.104 -3.335 -1.358
H 5.608 -2.511 -3.154
H 3.371 -1.643 -2.591
H 2.906 0.485 1.596
H 2.925 0.722 4.039
H 1.714 -0.920 5.455
H 0.487 -2.780 4.379
H 0.513 -3.044 1.962

[2]
78
Properties=species:S:1:pos:R:3 method="wB97M-V/def2-TZVPD" relative_energy_kj_mol=23.67 e_lumo_ev="-4.47 / -4.47" max_force_ev_per_a=0.27 total_charge=+1
Ir -0.170 0.539 0.553
C -2.617 -1.482 5.273
C -3.114 -0.373 4.608
C -2.701 -0.089 3.312
C -1.791 -0.928 2.689
C -1.304 -2.054 3.343
C -1.709 -2.323 4.639
N -1.407 -0.683 1.329
C -2.202 -1.372 0.360
C -3.335 -2.120 0.642
C -4.008 -2.748 -0.400
C -3.570 -2.656 -1.717
C -2.432 -1.924 -2.014
C -1.777 -1.293 -0.972
N -0.604 -0.520 -1.091
N 0.141 -0.584 -2.084
C 1.317 0.155 -1.885
C 2.248 0.193 -2.902
C 3.439 0.864 -2.680
C 3.654 1.443 -1.442
C 2.674 1.356 -0.466
N 1.516 0.732 -0.677
H -2.940 -1.699 6.282
H -3.825 0.281 5.095
H -3.085 0.775 2.783
H -0.611 -2.708 2.828
H -1.322 -3.193 5.153
H -3.692 -2.213 1.658
H -4.896 -3.323 -0.175
H -4.115 -3.153 -2.507
H -2.057 -1.827 -3.023
H 2.018 -0.299 -3.835
H 4.187 0.927 -3.459
H 4.567 1.975 -1.218
H 2.810 1.816 0.500
N -3.322 2.510 -0.272
C -2.450 3.106 -1.269
C -1.036 2.556 -1.323
O -0.491 2.261 -2.363
O -0.452 2.449 -0.128
H -3.520 1.541 -0.492
H -2.891 2.533 0.644
H -2.372 4.184 -1.095
H -2.883 2.990 -2.261
C 3.985 4.792 1.792
C 4.218 3.683 2.591
C 3.189 2.790 2.864
C 1.919 3.004 2.336
C 1.691 4.114 1.524
C 2.719 5.006 1.261
As 0.503 1.705 2.629
C 1.254 0.580 3.995
C 1.561 1.074 5.262
C 2.172 0.252 6.195
C 2.495 -1.058 5.863
C 2.212 -1.545 4.596
C 1.592 -0.725 3.662
C -0.907 2.743 3.457
C -1.528 3.737 2.704
C -2.564 4.480 3.252
C -2.981 4.237 4.553
C -2.365 3.246 5.302
C -1.334 2.494 4.756
H 4.785 5.490 1.584
H 5.202 3.509 3.008
H 3.392 1.926 3.482
H 0.725 4.270 1.067
H 2.532 5.867 0.633
H 1.339 2.103 5.518
H 2.406 0.637 7.179
H 2.976 -1.696 6.592
H 2.474 -2.561 4.333
H 1.372 -1.103 2.670
H -1.218 3.925 1.684
H -3.046 5.246 2.659
H -3.787 4.819 4.981
H -2.692 3.048 6.315
H -0.893 1.699 5.340

[3]
39
Properties=species:S:1:pos:R:3 method="wB97M-V/def2-TZVPD" relative_energy_kj_mol=1895.48 e_lumo_ev=-0.62 max_force_ev_per_a=17.70
C 2.423 -3.317 -3.307
H 2.387 -2.405 -4.051
H 1.416 -3.934 -3.587
H 3.305 -3.840 -3.383
O 2.208 -2.693 -2.266
C 1.194 -2.098 -1.927
O 0.517 -1.899 -2.761
C 0.855 -1.641 -0.625
C 1.678 -2.095 0.384
N 1.455 -1.674 1.768
C 0.099 -1.490 2.165
C -0.742 -1.006 1.061
C -2.024 -0.465 1.369
O -2.510 -0.650 2.741
O -2.903 -0.366 0.342
C -4.083 -0.175 0.737
H -4.667 -0.619 -0.020
H -4.320 0.924 0.521
H -4.625 -0.362 1.763
C -0.101 -0.682 -0.153
C 0.331 0.786 -0.471
C 1.524 0.945 -1.099
C 1.848 2.333 -1.224
C 1.383 3.333 -0.475
C -0.060 3.051 0.116
C -0.310 1.880 0.379
H -0.971 1.721 0.906
O -0.482 4.125 0.961
C -1.323 3.924 1.769
H -1.658 4.988 2.205
H -2.412 3.522 1.185
H -1.260 3.287 2.427
H 1.590 4.447 -0.625
H 2.793 2.712 -2.043
H 1.975 0.348 -1.814
H -1.085 -0.851 -0.850
H -0.249 -1.381 3.004
H 2.200 -2.129 2.721
H 2.561 -2.743 0.322

[4]
38
Properties=species:S:1:pos:R:3 method="wB97M-V/def2-TZVPD" relative_energy_kj_mol=157.13 e_lumo_ev=0.75 max_force_ev_per_a=3.80 total_charge=-1
C -0.304 1.740 1.531
C 0.983 1.959 0.932
C 1.858 0.882 1.321
H 1.214 2.787 0.286
C 1.120 -0.019 2.162
C -0.213 0.527 2.296
H -0.994 0.165 2.931
H -1.179 2.379 1.514
H 2.840 0.687 0.917
H 1.420 -0.990 2.547
La -0.084 -0.426 -0.111
Cl -2.528 0.006 -0.907
C 3.031 -1.076 -4.494
C 3.953 -1.764 -3.618
C 4.888 -0.791 -3.100
H 3.961 -2.820 -3.411
C 4.545 0.499 -3.656
C 3.397 0.323 -4.518
H 2.918 1.094 -5.096
H 2.232 -1.529 -5.054
H 5.712 -0.994 -2.437
H 5.068 1.423 -3.478
O -2.837 -0.437 2.086
C -2.430 -1.630 1.978
O -1.335 -2.015 1.425
C -3.436 -2.547 2.661
C -3.491 -3.942 2.517
C -4.531 -4.677 3.107
C -5.529 -4.023 3.862
C -5.464 -2.625 4.025
C -4.434 -1.914 3.455
N -6.605 -4.736 4.416
O -6.701 -5.960 4.268
O -7.463 -4.105 5.075
H -2.723 -4.446 1.934
H -4.590 -5.746 2.987
H -6.227 -2.115 4.597
H -4.435 -0.823 3.577

[5]
20
Properties=species:S:1:pos:R:3 method="wB97M-V/def2-TZVPD" relative_energy_kj_mol=196.59 e_lumo_ev=-4.91 smiles="CCC(CC)=[N+]=CO" max_force_ev_per_a=5.89 total_charge=+1
C -0.403 2.289 -0.155
C 0.637 1.138 0.174
C 0.084 -0.202 0.266
C 1.197 -1.311 0.507
C 1.614 -1.977 -0.797
N -1.096 -0.620 0.472
C -2.468 -0.256 0.359
O -3.033 -0.092 -0.791
H -0.871 2.818 0.698
H 0.000 3.065 -0.709
H -1.200 1.873 -0.822
H 1.324 1.338 1.091
H 1.381 1.133 -0.715
H 2.146 -1.104 0.865
H 0.746 -1.949 1.292
H 0.876 -2.195 -1.583
H 2.124 -2.940 -0.587
H 2.411 -1.289 -1.390
H -2.957 -0.355 1.343
H -3.983 -0.221 -0.879

[6]
19
Properties=species:S:1:pos:R:3 method="wB97M-V/def2-TZVPD" relative_energy_kj_mol=0.00 e_lumo_ev="-2.83 / -4.81" max_force_ev_per_a=7.19 total_charge=+1 spin_multiplicity=3
C 1.535 -1.712 2.885
O -0.938 0.247 3.299
H 1.553 -2.097 3.914
H 2.322 -2.211 2.303
H 1.757 -0.647 2.759
H -1.500 0.667 3.949
C -0.088 -3.538 2.276
C -1.453 -3.711 1.651
O -2.354 -2.706 2.134
C -3.408 -3.170 2.981
H 0.666 -4.073 1.681
H -0.077 -3.910 3.312
H -1.842 -4.710 1.879
H -1.399 -3.593 0.561
H -3.987 -2.296 3.294
H -4.052 -3.855 2.416
H -2.987 -3.682 3.857
Pt -1.335 -1.133 2.315
O 0.242 -2.153 2.253

[7]
26
Properties=species:S:1:pos:R:3 method="wB97M-V/def2-TZVPD" relative_energy_kj_mol=33.02 e_lumo_ev="3.95 / 3.79" max_force_ev_per_a=1.66 total_charge=-1 spin_multiplicity=2
C 0.572 2.717 1.700
C 1.259 1.344 1.672
C 0.102 3.057 0.270
H -0.260 2.796 2.398
H 1.345 3.408 2.050
H 2.138 1.516 1.038
H -0.781 3.691 0.214
H 0.939 3.542 -0.250
H -0.060 2.164 -0.336
H 1.553 1.004 2.668
H 0.742 0.526 1.169
C -0.632 -1.895 1.682
C -1.361 -0.539 -0.356
C -0.444 -1.459 0.287
C -1.183 -0.236 -1.710
C -0.198 -0.814 -2.481
C 0.660 -1.863 -0.489
C 0.840 -1.570 -1.808
H -2.078 -0.008 0.268
H -2.002 0.337 -2.140
H -0.912 -1.067 2.367
H 0.218 -2.383 2.143
H -0.063 -0.641 -3.542
H 1.382 -2.486 0.036
H 1.689 -1.812 -2.436
H -1.512 -2.563 1.841

[8]
85
Properties=species:S:1:pos:R:3 method="wB97M-V/def2-TZVPD" relative_energy_kj_mol=0.00 e_lumo_ev=-5.05 max_force_ev_per_a=0.61 total_charge=+2
Pt -0.117 -0.938 0.048
N -1.206 -0.592 1.866
C -1.901 -1.739 2.492
C -0.906 -2.830 2.856
C -0.330 -3.609 1.684
N 0.628 -2.820 0.862
H -0.469 -0.255 2.490
H -1.837 0.200 1.768
H -2.651 -2.109 1.788
H -2.422 -1.403 3.389
H -1.406 -3.542 3.514
H -0.092 -2.400 3.450
H -1.128 -3.943 1.018
H 0.177 -4.502 2.054
H 0.883 -3.371 0.042
H 1.497 -2.700 1.381
C -0.459 0.828 -2.767
C 0.132 -0.508 -3.225
P 1.141 -1.109 -1.829
C 1.693 -2.786 -2.199
C 0.747 -3.731 -2.610
C 1.138 -5.034 -2.872
C 2.471 -5.403 -2.720
C 3.409 -4.471 -2.304
C 3.026 -3.163 -2.042
C 2.601 -0.058 -1.756
C 3.070 0.621 -2.880
C 4.239 1.361 -2.805
C 4.952 1.416 -1.616
C 4.491 0.741 -0.494
C 3.315 0.010 -0.560
P -1.363 0.474 -1.218
C -1.970 2.036 -0.559
C -1.140 3.159 -0.574
C -1.615 4.375 -0.110
C -2.908 4.473 0.386
C -3.725 3.353 0.435
C -3.261 2.133 -0.039
C -2.818 -0.441 -1.779
C -3.641 0.144 -2.745
C -4.759 -0.530 -3.205
C -5.071 -1.787 -2.700
C -4.262 -2.372 -1.738
C -3.136 -1.702 -1.279
H -1.123 1.276 -3.506
H 0.338 1.543 -2.546
H 0.710 -0.433 -4.145
H -0.663 -1.239 -3.394
H -0.295 -3.455 -2.727
H 0.407 -5.759 -3.203
H 2.776 -6.419 -2.933
H 4.446 -4.758 -2.192
H 3.767 -2.436 -1.735
H 2.541 0.577 -3.823
H 4.599 1.886 -3.679
H 5.869 1.987 -1.564
H 5.049 0.785 0.431
H 2.942 -0.489 0.326
H -0.124 3.093 -0.944
H -0.975 5.247 -0.137
H -3.280 5.427 0.736
H -4.731 3.429 0.824
H -3.916 1.271 -0.030
H -3.422 1.134 -3.130
H -5.391 -0.074 -3.954
H -5.948 -2.309 -3.059
H -4.508 -3.350 -1.344
H -2.493 -2.164 -0.536
C 3.295 1.453 3.227
C 1.855 1.591 2.815
O 1.372 0.817 1.997
C 1.027 2.658 3.435
C 1.522 3.463 4.461
C 0.710 4.418 5.052
C -0.600 4.576 4.625
C -1.098 3.789 3.592
C -0.287 2.841 2.998
H 3.731 0.590 2.732
H 3.380 1.330 4.307
H 3.853 2.352 2.960
H 2.538 3.346 4.811
H 1.099 5.036 5.850
H -1.233 5.318 5.093
H -2.115 3.926 3.249
H -0.647 2.252 2.162

[9]
44
Properties=species:S:1:pos:R:3 method="wB97M-V/def2-TZVPD" relative_energy_kj_mol=0.00 e_lumo_ev=-7.92 max_force_ev_per_a=0.38 total_charge=+2
Pt 0.308 -0.508 0.504
C 5.301 -0.657 -2.279
C 4.886 -0.134 -1.062
C 3.609 -0.392 -0.595
C 2.754 -1.191 -1.344
C 3.173 -1.742 -2.558
C 4.442 -1.461 -3.022
N 1.446 -1.506 -0.850
N 0.987 -2.589 -1.270
C -0.265 -2.954 -0.782
C -0.861 -4.116 -1.220
C -2.132 -4.416 -0.741
C -2.751 -3.542 0.135
C -2.081 -2.397 0.540
N -0.854 -2.122 0.100
H 6.296 -0.447 -2.646
H 5.563 0.464 -0.468
H 3.330 -0.038 0.384
H 2.504 -2.359 -3.139
H 4.765 -1.871 -3.969
H -0.337 -4.751 -1.920
H -2.633 -5.321 -1.059
H -3.744 -3.737 0.515
H -2.517 -1.694 1.236
C -2.047 1.251 3.712
C -1.571 1.154 2.302
O -0.866 0.148 2.043
C -1.918 2.175 1.320
C -1.875 1.914 -0.056
C -2.204 2.900 -0.965
C -2.579 4.161 -0.512
C -2.644 4.429 0.849
C -2.330 3.440 1.762
H -1.749 0.366 4.266
H -3.130 1.375 3.740
H -1.610 2.131 4.189
H -1.649 0.920 -0.425
H -2.189 2.686 -2.025
H -2.838 4.933 -1.225
H -2.949 5.406 1.197
H -2.390 3.661 2.819
N 1.799 2.188 0.852
C 1.322 1.152 0.730
H 2.228 3.092 0.938

[10]
10
Properties=species:S:1:pos:R:3 method="wB97M-V/def2-TZVPD" relative_energy_kj_mol=14.73 e_lumo_ev="0.40 / -1.84" max_force_ev_per_a=4.36 spin_multiplicity=3
C 0.723 -0.713 -0.385
C 1.167 0.464 0.268
P -1.917 -0.376 -0.690
S 0.096 1.962 -0.469
S -1.717 1.437 0.348
Cl -2.813 -1.524 0.627
H 0.609 -0.791 -1.511
H 0.726 -1.746 0.194
H 0.929 0.527 1.391
H 2.195 0.758 0.228

[11]
40
Properties=species:S:1:pos:R:3 method="wB97M-V/def2-TZVPD" relative_energy_kj_mol=71.73 e_lumo_ev=-13.38 max_force_ev_per_a=4.04 total_charge=+3
I -3.097 -1.143 -1.067
I -3.350 1.324 -1.126
Zr 1.046 -0.053 0.818
P 0.190 0.009 -2.391
C -1.221 0.024 -3.560
C 1.209 1.261 -3.191
H 2.039 -1.519 -2.519
H 1.332 -1.226 -4.119
H 0.544 -2.312 -2.979
C 1.113 -1.386 -3.066
H 2.161 1.359 -2.683
H 1.359 1.002 -4.240
H -0.887 0.042 -4.601
H -1.855 0.894 -3.329
H 0.721 2.234 -3.159
H -1.864 -0.846 -3.381
C -5.989 0.167 0.964
O -6.656 0.804 0.283
Cl 2.969 0.544 -0.346
C 2.638 -0.138 5.088
N 1.125 -0.143 5.136
C 0.512 -0.650 6.377
C 0.473 -0.117 3.955
N 1.252 -0.222 2.858
N -0.838 -0.009 3.731
C -1.824 0.626 4.632
C -1.164 0.163 2.247
H 3.001 -0.119 6.137
H 3.035 0.786 4.617
H 3.028 -1.091 4.665
H -0.072 0.086 6.934
H 0.032 -1.608 6.291
H 1.346 -0.775 7.057
H 2.297 -0.336 2.969
H -2.746 0.665 4.005
H -2.016 -0.072 5.463
H -1.586 1.664 4.953
H -0.758 1.177 1.882
H -0.996 -0.850 1.742
H -2.256 0.288 2.281